[1]
Below is a molecular structure, C62H47IMoN7O4Se, with properties calculated with ωB97M-V with the def2-TZVPD basis set.

Geometry as XYZ:
```
123
C62H47IMoN7O4Se (ωB97M-V with the def2-TZVPD basis set)
Mo -0.059 -0.535 -0.280
O 0.045 0.930 -1.158
C 0.072 2.180 -1.732
C -0.065 3.227 -0.593
C 0.979 3.054 0.478
C 1.827 4.099 0.831
C 2.746 3.897 1.848
C 2.809 2.655 2.456
C 1.924 1.660 2.049
C 1.941 0.305 2.690
C 2.358 -0.818 1.682
O 1.565 -0.789 0.554
C 3.827 -0.536 1.337
C 4.867 -1.197 1.977
C 6.181 -0.844 1.723
C 6.474 0.169 0.827
C 5.443 0.819 0.171
C 4.129 0.470 0.428
C 2.214 -2.217 2.285
C 2.321 -3.302 1.416
C 2.223 -4.598 1.889
C 2.036 -4.834 3.241
C 1.920 -3.763 4.108
C 1.998 -2.463 3.636
N 1.023 1.873 1.093
C -1.066 2.263 -2.756
C -1.039 1.327 -3.788
C -2.011 1.329 -4.771
C -3.006 2.292 -4.754
C -3.036 3.225 -3.735
C -2.077 3.210 -2.733
C 1.363 2.436 -2.515
C 1.477 3.588 -3.283
C 2.611 3.804 -4.043
C 3.640 2.877 -4.048
C 3.530 1.728 -3.286
C 2.391 1.508 -2.530
H -1.058 3.119 -0.144
H 0.015 4.226 -1.017
H 1.745 5.057 0.341
H 3.397 4.696 2.170
H 3.514 2.458 3.248
H 0.946 0.081 3.081
H 2.662 0.301 3.509
H 4.659 -1.983 2.687
H 6.980 -1.360 2.234
H 7.499 0.451 0.644
H 5.655 1.611 -0.531
H 3.334 0.999 -0.076
H 2.482 -3.129 0.360
H 2.293 -5.427 1.199
H 1.963 -5.845 3.612
H 1.756 -3.944 5.162
H 1.891 -1.651 4.338
H -0.237 0.601 -3.823
H -1.983 0.591 -5.559
H -3.753 2.318 -5.532
H -3.798 3.989 -3.716
H -2.144 3.948 -1.951
H 0.670 4.305 -3.305
H 2.682 4.695 -4.647
H 4.520 3.047 -4.647
H 4.317 0.990 -3.288
H 2.290 0.597 -1.958
I -2.566 -0.845 -1.531
C -1.582 -1.837 -3.159
C -2.365 -2.271 -4.195
C -1.778 -2.904 -5.299
C -0.425 -3.095 -5.323
C 0.392 -2.678 -4.252
C 1.780 -2.920 -4.272
C 2.559 -2.529 -3.223
C 1.983 -1.882 -2.119
C 0.636 -1.604 -2.026
C -0.181 -2.018 -3.122
H -3.434 -2.119 -4.151
H -2.395 -3.229 -6.121
H 0.049 -3.579 -6.164
H 2.197 -3.433 -5.126
H 3.620 -2.728 -3.217
H 2.646 -1.600 -1.307
Se -1.550 -4.534 6.181
N -1.242 -5.013 4.509
C -1.202 -3.938 3.747
C -0.962 -3.959 2.330
C -0.865 -5.119 1.588
C -0.627 -4.990 0.217
C -0.441 -3.744 -0.337
N -0.507 -2.581 0.335
C -0.824 -2.703 1.676
C -1.076 -1.508 2.355
N -1.012 -0.382 1.579
C -1.404 0.765 2.132
C -1.769 0.892 3.462
C -1.739 -0.226 4.293
C -1.426 -1.459 3.735
C -1.424 -2.702 4.441
N -1.636 -2.826 5.739
H -0.972 -6.083 2.057
H -0.570 -5.860 -0.416
H -0.216 -3.685 -1.393
H -1.424 1.630 1.483
H -2.049 1.866 3.831
H -1.960 -0.157 5.346
O -4.776 4.098 -1.077
C -5.620 4.157 0.053
N -4.828 4.459 1.203
C -4.195 3.580 2.014
O -3.469 3.942 2.916
C -4.408 2.118 1.776
C -4.760 1.302 2.849
C -4.805 -0.071 2.666
C -4.444 -0.581 1.429
N -4.076 0.195 0.420
C -4.071 1.508 0.574
H -5.308 4.089 -1.879
H -6.121 3.190 0.202
H -6.377 4.943 -0.071
H -4.561 5.426 1.338
H -4.990 1.751 3.802
H -5.091 -0.726 3.475
H -4.437 -1.643 1.224
H -3.776 2.080 -0.296
```

Calculated values
- Multiplicity: 1
- Charge: +1
- Calculated total energy: -158977.486 eV
- LUMO level (alpha / beta): -3.5 / -3.4 eV


[2]
Below is a molecular structure, C62H48BrN16O6RbSSe, with properties calculated with ωB97M-V with the def2-TZVPD basis set.

Geometry as XYZ:
```
136
C62H48BrN16O6RbSSe (ωB97M-V with the def2-TZVPD basis set)
Rb -0.354 1.252 0.598
N -0.651 -3.109 3.447
C -0.374 -1.823 3.118
N -1.118 -0.811 3.363
C -2.334 -1.021 4.024
N -3.176 -0.087 4.224
N -2.897 1.187 3.905
C -3.493 1.741 2.935
C -3.261 3.183 2.673
C -4.316 3.969 2.217
C -4.103 5.320 2.010
C -2.840 5.841 2.244
C -1.849 4.976 2.684
N -2.044 3.680 2.901
C -2.644 -2.374 4.532
C -3.767 -2.655 5.305
C -4.037 -3.948 5.711
C -3.182 -4.985 5.344
C -2.058 -4.725 4.586
C -1.788 -3.419 4.188
H -0.024 -3.843 3.167
H 0.563 -1.672 2.592
H -4.213 1.216 2.302
H -5.282 3.516 2.034
H -4.907 5.957 1.662
H -2.623 6.888 2.082
H -0.842 5.339 2.864
H -4.424 -1.838 5.569
H -4.914 -4.155 6.309
H -3.394 -6.000 5.655
H -1.385 -5.526 4.300
C 0.283 2.151 4.657
O 0.951 1.480 3.594
C 2.050 0.769 3.894
C 2.659 0.718 5.133
C 3.809 -0.055 5.290
Br 4.644 -0.109 6.992
C 4.349 -0.770 4.254
C 3.730 -0.736 2.993
C 2.583 0.037 2.810
O 1.905 0.128 1.656
C 4.267 -1.487 1.859
N 3.727 -1.479 0.664
C 4.544 -2.257 -0.136
C 4.449 -2.550 -1.495
C 5.410 -3.379 -2.037
C 6.451 -3.901 -1.254
C 6.568 -3.603 0.090
C 5.597 -2.769 0.631
N 5.394 -2.260 1.902
H -0.039 1.434 5.416
H -0.588 2.625 4.213
H 0.936 2.904 5.109
H 2.259 1.266 5.972
H 5.243 -1.354 4.420
H 2.446 -0.297 0.938
H 3.650 -2.126 -2.090
H 5.362 -3.638 -3.086
H 7.178 -4.556 -1.715
H 7.379 -4.000 0.687
H 5.978 -2.419 2.702
Se 1.366 9.161 -2.164
N -0.056 8.099 -2.259
C 0.185 7.066 -1.496
C -0.754 5.971 -1.289
C -1.984 5.921 -1.947
C -2.837 4.877 -1.682
C -2.445 3.933 -0.734
N -1.278 3.957 -0.116
C -0.422 4.941 -0.403
C 0.915 4.900 0.239
N 1.222 3.831 0.983
C 2.415 3.769 1.548
C 3.379 4.768 1.424
C 3.079 5.869 0.655
C 1.831 5.942 0.039
C 1.463 7.061 -0.822
N 2.238 8.087 -1.048
H -2.232 6.703 -2.653
H -3.793 4.782 -2.180
H -3.113 3.120 -0.471
H 2.623 2.874 2.122
H 4.339 4.663 1.910
H 3.785 6.676 0.508
O -4.107 0.781 -1.126
C -3.133 0.841 -1.868
N -1.840 0.804 -1.470
S -0.831 1.148 -2.658
O -0.299 2.493 -2.524
O 0.176 0.126 -2.842
C -2.030 1.127 -3.971
C -1.889 1.260 -5.337
C -3.048 1.225 -6.106
C -4.295 1.064 -5.509
C -4.416 0.936 -4.129
C -3.263 0.969 -3.369
H -0.916 1.391 -5.793
H -2.977 1.320 -7.181
H -5.181 1.037 -6.131
H -5.378 0.814 -3.648
C 2.642 2.557 -3.044
C 2.741 1.870 -1.764
N 2.838 1.331 -0.755
H 2.040 1.950 -3.718
H 3.637 2.712 -3.459
H 2.136 3.510 -2.908
C -2.047 -3.723 -6.475
C -1.225 -4.365 -5.389
C -1.242 -5.741 -5.185
C -0.502 -6.324 -4.170
C 0.296 -5.543 -3.339
N 1.033 -6.215 -2.339
C 1.798 -5.758 -1.296
O 2.739 -6.411 -0.877
N 1.467 -4.556 -0.716
C 0.251 -3.865 -0.633
C -0.977 -4.375 -1.033
C -2.100 -3.580 -0.872
C -1.978 -2.335 -0.279
N -0.810 -1.861 0.154
C 0.273 -2.597 -0.055
C 0.339 -4.169 -3.543
C -0.424 -3.597 -4.550
H -2.564 -4.474 -7.071
H -1.420 -3.132 -7.144
H -2.796 -3.052 -6.050
H -1.853 -6.370 -5.823
H -0.544 -7.396 -4.015
H 1.287 -7.164 -2.565
H 2.196 -4.249 -0.090
H -1.055 -5.361 -1.469
H -3.069 -3.939 -1.188
H -2.842 -1.695 -0.134
H 1.221 -2.185 0.283
H 0.958 -3.532 -2.925
H -0.389 -2.520 -4.671
```

Calculated values
- Multiplicity: 1
- Energy relative to the best compared isomer or geometry (same formula, charge and spin): 15.4 kcal per mole
- Charge: 0
- Calculated total energy: -248082.881 eV
- LUMO level: -0.5 eV